#1
Formula: CH3FN2
Source: the Open Molecules 2025 dataset
Level of theory: the ωB97M-V functional and the def2-TZVPD basis

```
7
Properties=species:S:1:pos:R:3:nbo_charge:R:1
C -0.0577 0.1935 0.0479 0.1449
N -0.0209 -0.1946 1.2173 -0.0564
N 0.0086 -0.7087 -0.9892 -0.7827
F 0.7365 1.5321 2.1061 -0.3519
H -0.1118 1.2126 -0.0441 0.2353
H -0.5105 -0.4126 -1.8010 0.4068
H -0.0443 -1.6223 -0.5369 0.4040
```

total charge: 0
E_HOMO (alpha / beta): -11.0 / -10.7 eV
gap between HOMO and LUMO (alpha / beta): 0.3290 / 0.3432 Ha


#2
Formula: CH3FN2
Source: the Open Molecules 2025 dataset
Level of theory: the ωB97M-V functional and the def2-TZVPD basis

```
7
Properties=species:S:1:pos:R:3:nbo_charge:R:1
N 1.0993 1.7475 0.0225 -0.3458
C 0.8305 0.6184 -0.0259 0.3568
N 0.4847 -0.6946 -0.0175 -0.8816
H 1.0856 -1.0836 -0.6739 0.4226
H -0.0712 -1.1287 0.7455 0.4561
F -2.1702 0.1523 0.0907 -0.5723
H -1.2586 0.3887 -0.1414 0.5641
```

total charge: 0
E_HOMO: -10.8 eV
structure (SMILES): N#CN.F
gap between HOMO and LUMO: 0.4094 Ha


The energy of each structure relative to the most stable one, in kJ/mol, is as follows: #1 334.3; #2 0.0.


#1
Formula: C29H46BrN3P2Re
Source: the Open Molecules 2025 dataset
Level of theory: the ωB97M-V functional and the def2-TZVPD basis

```
82
Properties=species:S:1:pos:R:3:lowdin_spin:R:1
N -3.4673 -9.2912 3.1229 0.7212
C -4.1105 -8.2945 3.7263 0.0792
C -3.6735 -6.9684 3.6393 0.0560
C -2.5496 -6.6701 2.8392 -0.0105
C -1.9035 -7.7416 2.1826 0.0551
C -2.3895 -9.0418 2.3845 0.0793
C -2.1058 -5.2923 2.6690 0.0439
Re 0.1611 1.1877 0.6596 0.7337
P -0.8258 4.2127 -4.9045 0.6228
C -1.7676 -4.7560 1.4709 -0.0149
C -1.3829 -3.3845 1.2911 0.0378
C -1.0448 -2.8954 0.0006 -0.0110
C -0.7073 -1.5601 -0.2027 0.0367
C -0.6402 -0.6638 0.9122 0.0113
C -0.9819 -1.1522 2.2049 0.0259
C -1.3502 -2.4832 2.3857 -0.0050
Br 0.2982 3.4850 -0.3070 0.0573
H -2.1007 -4.6800 3.5772 0.0013
H -1.8186 -5.3612 0.5606 -0.0010
H -4.2268 -6.1799 4.1457 0.0061
H -1.0319 -7.5797 1.5519 0.0057
H -5.0038 -8.5409 4.3046 0.0160
H -1.8797 -9.8933 1.9272 0.0164
H -1.0640 -3.5832 -0.8468 -0.0009
H -1.6199 -2.8281 3.3824 -0.0009
H -0.5169 -1.1479 -1.2022 0.0005
H -0.9438 -0.4579 3.0468 0.0012
P 2.0736 0.5065 -0.0659 0.0113
C -2.3370 3.7302 -3.9561 0.0921
C -3.5952 3.8673 -4.8141 0.0104
H -2.3881 4.3872 -3.0767 0.0010
H -2.1970 2.6958 -3.6156 0.0157
H -4.4768 3.9676 -4.1753 -0.0002
H -3.5470 4.7489 -5.4617 0.0045
H -3.7512 2.9883 -5.4478 0.0002
C -0.2087 2.5327 -5.3591 0.0895
C 0.6823 2.5507 -6.6002 0.0102
H -1.1053 1.9231 -5.5356 0.0012
H 0.3299 2.1321 -4.4887 0.0156
H 0.7212 1.5502 -7.0428 -0.0002
H 0.3023 3.2394 -7.3625 0.0039
H 1.7093 2.8420 -6.3586 0.0002
C 0.3172 4.6119 -3.5215 0.0942
C 0.4830 6.1146 -3.3172 0.0106
H 1.2843 4.1332 -3.7299 0.0014
H -0.1094 4.1384 -2.6252 0.0152
H 1.3979 6.3202 -2.7534 -0.0003
H 0.5480 6.6434 -4.2737 0.0041
H -0.3517 6.5390 -2.7484 0.0002
C 3.4987 1.6833 0.1539 0.0164
C 4.7659 1.1164 0.7996 0.0022
H 3.1161 2.5547 0.7071 -0.0005
H 3.7179 2.0592 -0.8545 0.0010
H 4.6029 0.7794 1.8287 0.0002
H 5.1905 0.2966 0.2066 0.0000
H 5.5238 1.9083 0.8338 0.0011
C 2.2701 0.1874 -1.8885 -0.0053
C 2.3806 -1.2653 -2.3558 -0.0005
H 3.1620 0.7492 -2.1942 -0.0007
H 1.4119 0.6929 -2.3565 -0.0001
H 3.4237 -1.6063 -2.3445 0.0000
H 1.7760 -1.9595 -1.7623 0.0000
H 2.0296 -1.3268 -3.3934 -0.0001
C 2.6680 -1.0879 0.6716 0.0027
C 2.5394 -1.1000 2.1932 0.0017
H 3.7019 -1.2410 0.3341 -0.0002
H 2.0573 -1.8812 0.2197 0.0004
H 2.1527 -2.0689 2.5396 0.0003
H 3.5037 -0.9177 2.6831 0.0002
H 1.8312 -0.3412 2.5590 0.0008
C -1.2018 2.7104 5.7986 0.0006
N -0.4114 2.6462 4.5917 0.0083
C 0.8346 3.2406 4.3843 0.0051
C 1.2496 2.8925 3.1280 0.0013
N 0.2238 2.1072 2.5509 0.0032
C -0.7540 1.9798 3.4550 0.0165
H -0.6153 2.3416 6.6528 0.0002
H -1.4913 3.7506 6.0039 0.0004
H -2.0988 2.0934 5.6690 0.0000
H 1.3409 3.8400 5.1186 0.0000
H 2.1484 3.1146 2.5668 0.0003
H -1.6832 1.4502 3.3082 0.0008
```

multiplicity: 4
total charge: +4
E_HOMO (alpha / beta): -18.4 / -18.6 eV
gap between HOMO and LUMO (alpha / beta): 0.2147 / 0.1996 Ha
expectation value of S²: 3.80


#2
Formula: C29H46BrN3P2Re
Source: the Open Molecules 2025 dataset
Level of theory: the ωB97M-V functional and the def2-TZVPD basis

```
82
Properties=species:S:1:pos:R:3:lowdin_spin:R:1
N -5.2635 1.6397 -3.0742 0.7145
C -5.2517 2.1917 -1.8624 0.0769
C -4.1824 1.9608 -0.9663 0.0529
C -3.0550 1.1996 -1.3688 -0.0147
C -3.0835 0.6726 -2.6683 0.0525
C -4.2402 0.8931 -3.4734 0.0757
C -1.8005 1.1630 -0.4257 0.0145
Re -0.2969 -0.0065 0.2104 0.8034
P 2.5074 -0.4964 0.2521 0.5839
C -0.4475 1.3908 -1.1140 0.0283
C 0.3230 2.6430 -0.6734 0.0285
C 1.6546 2.4968 -0.2920 0.0481
C 2.4094 3.5966 0.1210 0.0058
C 1.8281 4.8792 0.0364 0.0059
C 0.4605 5.0282 -0.3160 0.0057
C -0.3135 3.8935 -0.5934 0.0011
Br 2.8586 6.3363 0.3647 0.0055
H -2.0656 1.8570 0.3764 0.0024
H -0.4425 1.1124 -2.1673 0.0076
H -4.2466 2.4051 0.0234 0.0061
H -2.2603 0.1223 -3.1277 0.0049
H -6.1001 2.8365 -1.5859 0.0157
H -4.3189 0.4414 -4.4768 0.0167
H 2.0852 1.4734 -0.1987 0.0218
H -1.3905 3.9744 -0.7713 0.0003
H 3.4374 3.4465 0.4727 0.0017
H 0.0179 6.0151 -0.3442 0.0002
P -0.8021 -1.9118 -0.7134 0.0506
C 4.1711 0.3894 0.5091 0.0460
C 5.5452 -0.2899 0.3554 0.0097
H 4.1457 0.8316 1.5178 0.0007
H 4.1477 1.2396 -0.2039 0.0108
H 6.3014 0.4998 0.3093 -0.0003
H 5.8103 -0.9317 1.1992 0.0004
H 5.6302 -0.8644 -0.5668 0.0001
C 2.5932 -0.6279 -1.6209 0.0597
C 3.6718 -1.5545 -2.1841 0.0215
H 2.7624 0.4095 -1.9416 0.0103
H 1.6043 -0.9218 -1.9988 0.0013
H 3.3450 -1.9043 -3.1703 0.0010
H 4.6156 -1.0175 -2.3341 0.0005
H 3.8597 -2.4280 -1.5471 0.0024
C 1.8615 -0.2853 1.9683 0.0716
C 2.2718 -1.2331 3.1072 0.0219
H 0.7700 -0.5787 1.8696 0.0023
H 1.9447 0.7806 2.2489 0.0099
H 1.3545 -1.5770 3.6137 0.0018
H 2.8284 -2.0937 2.7107 0.0035
H 2.8732 -0.6868 3.8407 0.0004
C -0.0961 -3.2249 0.3914 0.0335
C -0.9991 -4.4434 0.6048 0.0062
H 0.1496 -2.7727 1.3650 0.0008
H 0.8769 -3.5053 -0.0447 0.0038
H -1.9386 -4.1750 1.1114 0.0004
H -1.2267 -4.9491 -0.3435 0.0000
H -0.4592 -5.1475 1.2569 0.0021
C -0.1286 -2.5671 -2.3274 0.0229
C -0.2521 -1.6056 -3.5111 0.0012
H -0.6841 -3.4992 -2.5362 0.0008
H 0.9258 -2.8411 -2.1586 0.0006
H -1.2982 -1.4426 -3.7971 0.0002
H 0.1939 -0.6184 -3.3352 0.0002
H 0.2557 -2.0266 -4.3947 0.0007
C -2.5813 -2.2796 -0.9970 -0.0025
C -3.5286 -1.6522 0.0211 0.0026
H -2.6712 -3.3719 -0.9980 -0.0006
H -2.8243 -1.9109 -2.0050 -0.0002
H -4.4363 -1.2907 -0.4891 0.0001
H -3.8355 -2.3743 0.7951 0.0000
H -3.1108 -0.7688 0.5291 0.0018
C -0.3201 2.3595 3.0037 0.0026
C -0.8984 1.0170 3.1534 0.0072
N -1.1622 0.0899 2.2229 0.0083
C -1.6234 -1.0657 2.9074 0.0062
C -1.6697 -0.7795 4.2392 0.0044
N -1.2396 0.5349 4.3637 0.0018
H -0.9058 2.9759 2.3124 0.0006
H -0.3542 2.8316 3.9904 0.0000
H 0.7407 2.3698 2.6924 0.0010
H -1.9085 -1.9605 2.3733 0.0007
H -1.9471 -1.4063 5.0700 0.0003
H -1.1715 1.0902 5.2079 -0.0001
```

multiplicity: 4
total charge: +4
E_HOMO (alpha / beta): -18.5 / -18.5 eV
gap between HOMO and LUMO (alpha / beta): 0.1736 / 0.1351 Ha
expectation value of S²: 3.78


The energy of each structure relative to the most stable one, in kJ/mol, is as follows: #1 0.0; #2 532.2.